DFT (wB97M-V/def2-TZVPD) results for a 11-piece molecular cluster, C4H28NO12S overall at a distorted geometry.

```
46
Properties=species:S:1:pos:R:3:lowdin_charge:R:1
C -0.296 -2.610 -2.622 -0.096
C -1.104 -2.050 -1.429 -0.455
C -2.329 -1.232 -1.929 -0.448
S -3.221 -2.146 -3.314 0.647
N -0.214 -1.350 -0.524 0.079
C -0.237 -1.603 0.854 -0.682
O 0.679 -1.021 1.560 -0.092
O -1.041 -2.444 1.257 -0.002
H 0.025 -1.825 -3.308 0.073
H 0.521 -3.067 -2.032 0.089
H -0.874 -3.277 -3.226 0.013
H -1.466 -2.929 -0.885 0.132
H -2.016 -0.229 -2.184 0.072
H -3.175 -1.245 -1.181 0.067
H -2.995 -1.097 -4.231 -0.112
H 0.151 -0.530 -0.940 0.115
H 0.008 4.044 0.614 -0.006
H -1.340 4.881 0.117 0.019
O -0.580 4.346 -0.099 -0.084
H -2.930 2.496 1.942 0.023
H -1.979 1.960 2.923 0.014
O -2.920 2.239 2.872 -0.079
H 3.083 -0.255 -1.650 0.010
H 4.357 -0.388 -2.474 0.036
O 3.500 0.054 -2.476 -0.073
H 2.961 0.111 0.784 0.078
H 1.525 -0.244 0.492 -0.003
O 2.293 0.285 0.104 -0.100
H 2.003 0.997 -4.064 -0.001
H 2.360 2.306 -3.418 -0.007
O 1.657 1.838 -3.805 -0.039
H 0.551 1.047 3.428 0.067
H 0.300 1.015 1.897 0.045
O 0.260 1.591 2.692 -0.055
H -3.228 -2.439 1.763 0.030
H -3.130 -3.483 2.911 0.019
O -3.769 -3.033 2.353 -0.101
H 1.728 1.923 0.298 0.007
H 2.265 2.951 -0.504 0.053
O 1.546 2.875 0.126 -0.081
H 1.844 4.164 1.768 -0.014
H 1.465 2.894 2.594 0.020
O 1.421 3.903 2.573 -0.118
H 0.634 -3.513 2.840 0.029
H 0.777 -2.476 3.750 0.011
O 0.929 -3.430 3.781 -0.099
```

- Net charge: -1
- HOMO-LUMO gap: 8.797 eV
- Relative energy (zero: lowest compared OMol25 entry of this formula, charge and spin): 0.9466 eV
- 2S+1: 1
- E_tot: -41500.9395 eV